(1)
{
  "formula": "CH3Cl3N2P",
  "method": "the ωB97M-V functional and the def2-TZVPD basis",
  "fmax_ev_per_a": 9.3,
  "e_tot_ev": -50913.501,
  "charge": 1,
  "homo_ha": -0.5572,
  "homo_lumo_gap_ev": 9.03,
  "symbols": ["C", "N", "N", "P", "Cl", "Cl", "Cl", "H", "H", "H"],
  "coordinates": [[-0.227, 1.541, -1.134], [-0.454, 0.315, -0.719], [0.445, -0.111, 0.283], [0.132, -1.466, 1.193], [-1.419, -2.548, 0.597], [0.223, -0.783, 3.045], [1.689, -2.571, 0.946], [-1.132, 1.929, -1.643], [0.313, 1.463, -2.038], [0.430, 2.231, -0.529]]
}

=====

(2)
{
  "formula": "CH3Cl3NO2PS",
  "method": "the ωB97M-V functional and the def2-TZVPD basis",
  "fmax_ev_per_a": 5.2,
  "e_tot_ev": -64361.096,
  "homo_ha": -0.3711,
  "homo_lumo_gap_ev": 9.15,
  "symbols": ["C", "N", "O", "O", "P", "S", "Cl", "Cl", "Cl", "H", "H", "H"],
  "coordinates": [[-2.112, 0.043, -0.076], [0.408, -0.050, 1.417], [0.414, -0.346, -0.997], [-0.610, -2.127, 0.268], [1.830, 0.396, 0.054], [-0.472, -0.749, 0.246], [3.020, 1.120, 1.624], [1.835, 1.981, -1.143], [3.103, -0.949, -0.650], [-2.308, 0.887, 0.453], [-2.161, 0.392, -1.171], [-2.948, -0.598, -0.024]]
}

=====

Number 1 is which compound?
CH3Cl3N2P